86
Properties=species:S:1:pos:R:3:forces:R:3 method="wB97M-V/def2-TZVPD" e_above_lowest_ev=1.065 homo_lumo_gap_ev="4.908 / 5.473" spin_multiplicity=3 largest_force_ev_per_a=3.58 total_charge=-1 e_homo_ev="-3.454 / -4.013"
C 0.49890 -1.72635 -4.78339 -0.040 0.065 -0.222
C -0.23924 -2.48288 -3.72845 -0.847 -0.651 0.935
H 1.03570 -2.40068 -5.45742 -0.059 0.216 -0.026
H 1.21374 -1.02700 -4.32426 -0.247 -0.270 -0.043
H -0.21187 -1.12396 -5.36882 0.176 -0.118 0.007
C -0.37059 -3.81154 -3.64971 -0.048 0.786 -0.254
C 0.15116 -4.72590 -4.69396 0.092 -0.505 -0.182
H -0.88181 -4.25893 -2.79720 0.004 0.144 -0.235
H 1.17100 -4.46138 -4.99732 -0.150 -0.149 -0.042
H -0.49864 -4.69278 -5.57631 0.201 -0.205 -0.078
H 0.15486 -5.74456 -4.30319 0.101 -0.143 -0.243
Pt 0.43772 0.77588 -0.34007 -0.823 -2.330 -0.276
Cl -1.23109 1.65992 -1.70603 -1.537 0.905 -0.913
Cl 3.30602 2.70954 0.09203 -0.428 0.350 1.907
C -2.27420 -0.07991 0.86477 2.091 -0.042 0.596
O -1.01812 -0.09971 1.04612 -2.998 -0.716 0.233
N -3.07760 -0.71175 1.71826 -0.483 -0.269 0.127
C -2.52820 -1.58793 2.74713 -0.103 -0.040 0.023
C -4.53115 -0.66360 1.59810 0.130 -0.119 -0.087
H -2.75173 0.47628 0.04309 0.305 -0.087 0.143
H -1.51638 -1.26274 3.01497 -0.308 -0.104 -0.129
H -2.50410 -2.63273 2.39639 0.065 0.373 0.043
H -3.18663 -1.54013 3.62067 0.153 0.032 -0.039
H -4.80332 0.06283 0.82603 0.021 -0.178 0.152
H -4.97328 -0.36764 2.55742 0.107 0.094 -0.156
H -4.93998 -1.64729 1.33121 0.167 0.205 -0.048
H 3.03074 -2.04286 -1.64190 -0.069 0.040 0.344
H 1.36056 -4.33605 -0.77077 0.110 0.197 0.132
C 3.37134 -2.28692 -0.62473 -0.072 0.097 -0.080
C 1.87484 -4.08403 0.16840 -0.118 0.323 0.018
N 2.24050 -2.67097 0.21887 0.304 -0.500 -0.129
H 3.89696 -1.43176 -0.18667 -0.243 -0.187 -0.145
C 1.49221 -1.76815 0.82518 0.526 2.660 -0.017
O 1.76309 -0.50866 0.82517 0.195 -3.461 0.846
H 1.22562 -4.32399 1.01745 0.100 -0.024 -0.169
H 0.62695 -2.16495 1.38914 0.233 0.156 -0.256
H 4.03218 -3.15667 -0.66442 0.091 0.187 -0.020
H 2.79195 -4.67679 0.22296 -0.154 0.003 0.144
O 0.58787 -1.52037 -1.92686 -0.426 0.300 1.822
C -0.62772 -1.62944 -2.52343 0.244 0.057 -0.370
C -1.49769 -3.12323 -0.65039 -0.160 -0.190 0.064
C -1.76909 -2.20391 -1.65946 0.640 0.039 -0.602
H -0.44990 -3.30334 -0.39385 -0.474 0.086 -0.182
C -2.53979 -3.83764 -0.05305 0.157 0.127 0.095
H -1.01745 -0.66929 -2.91644 -0.009 0.048 0.089
C -3.08906 -1.89404 -1.97326 -0.335 -0.159 -0.170
H -2.30656 -4.60095 0.70117 -0.185 0.270 -0.286
C -3.86056 -3.59103 -0.43281 -0.233 -0.044 0.031
C -4.13888 -2.59991 -1.38594 0.138 -0.090 0.276
H -3.28233 -1.12765 -2.73398 0.067 -0.307 0.275
H -4.67737 -4.17562 0.01360 0.348 0.284 -0.207
H -5.17235 -2.39410 -1.67356 0.261 -0.045 0.093
Si 3.42449 2.09163 -1.98205 1.027 0.957 -1.998
Cl 1.78175 0.69888 -2.14901 2.936 0.690 -1.927
C 5.05747 1.20970 -1.41951 0.147 -0.560 0.161
C 2.49583 3.74777 -2.42058 -0.086 0.538 0.202
C 4.16518 2.14519 -3.80277 -0.491 -0.797 -0.356
H 4.88078 0.47827 -0.61844 0.051 0.263 -0.025
H 5.76039 1.95989 -1.02261 -0.275 -0.123 -0.070
H 5.56735 0.69444 -2.24291 -0.129 0.034 0.103
H 4.64041 1.19107 -4.06874 -0.010 0.201 -0.172
H 4.92505 2.94020 -3.86709 -0.145 -0.114 0.128
H 3.37631 2.36388 -4.53558 0.229 -0.007 -0.024
H 1.40588 3.59673 -2.40276 0.152 -0.049 0.046
H 2.75741 4.10180 -3.42378 -0.127 -0.103 0.081
H 2.73123 4.56570 -1.72759 -0.093 -0.143 -0.035
N -2.49332 5.53509 8.76349 0.900 -0.730 -1.847
C -2.01616 5.15374 7.76749 -0.826 0.670 1.774
C -1.44107 4.70073 6.52928 0.101 -0.022 -0.110
C -1.39917 3.32974 6.23517 0.301 -0.247 -0.430
C -0.88733 2.88698 5.00910 -0.236 0.792 0.757
C -0.45021 3.85886 4.09765 -0.259 -0.279 -0.371
C -0.43167 5.21826 4.39420 -0.247 0.161 0.857
C -0.93231 5.64159 5.62186 0.139 -0.361 -0.300
N -0.12993 3.47347 2.79371 0.416 0.641 -0.069
C 0.00145 4.33696 1.69424 -0.074 -0.230 -0.176
C 0.16520 3.56274 0.59710 -0.277 -0.710 1.121
N 0.14092 2.24471 1.02253 0.507 1.220 1.789
C -0.00541 2.20209 2.34811 0.140 0.440 -2.376
H -1.77105 2.60326 6.96062 0.095 0.293 -0.215
H -0.85888 1.82549 4.76322 -0.109 0.419 0.118
H -0.04543 5.93784 3.67535 -0.140 -0.228 0.305
H -0.93021 6.69812 5.86327 -0.077 -0.115 0.070
H -0.03799 5.40477 1.74914 -0.084 0.072 0.223
H 0.27037 3.78130 -0.45449 0.046 0.125 0.211
H -0.01460 1.30636 2.95190 0.023 0.195 -0.236


18
Properties=species:S:1:pos:R:3:forces:R:3 method="wB97M-V/def2-TZVPD" homo_lumo_gap_ev=6.655 spin_multiplicity=1 largest_force_ev_per_a=5.47 total_charge=+1 e_homo_ev=-12.057
C -1.39401 0.86754 1.57777 -0.043 0.883 0.045
O -0.25730 1.77186 1.44841 -0.531 -0.437 -0.277
C 1.00390 1.20255 1.69088 0.414 -0.106 0.213
C 1.62235 0.48003 0.49352 0.900 1.192 -0.012
O 0.97947 -0.69467 0.09043 -2.584 -0.895 0.672
H -2.22421 1.39381 1.07371 0.170 -0.091 0.202
H -1.68172 0.85462 2.65221 0.023 -0.162 -0.312
H 0.96497 0.52527 2.56746 -0.017 0.039 -0.104
H 1.68188 2.02847 1.96308 -0.255 -0.244 -0.095
H 2.68251 0.27458 0.74827 -0.461 -0.059 -0.136
H 1.62956 1.20488 -0.34728 0.046 -0.324 0.276
Lu -0.95605 -1.14921 0.63711 2.576 0.228 -0.032
O -1.30491 -1.94039 -1.40981 2.668 0.667 0.585
H -1.33271 -2.86688 -1.66065 0.011 -0.378 -0.210
C -0.44412 -1.14628 -2.55234 -2.446 0.063 -1.799
H 0.23268 -0.84358 -3.36419 4.902 -1.887 1.534
H -0.77676 -1.89406 -3.29164 -2.559 1.733 -0.754
H -0.42551 -0.06855 -2.31694 -2.813 -0.223 0.206